ORCA calculation (ωB97M-V with the def2-TZVPD basis set) on a molecular structure, C17H15N7ORhSe.

Properties
HOMO-LUMO gap (eV): 8.15
ΔE to the lowest compared entry with this formula, charge and spin (kcal per mole): 0.0
Highest occupied orbital energy (eV): -11.8

```
! wB97M-V def2-TZVPD RIJCOSX def2/J DEFGRID3
* xyz 1 1
Rh -0.461 0.552 -0.690
O -2.735 -2.688 0.071
C -1.968 -1.839 -0.345
N -1.608 -0.708 0.273
C -2.252 -0.223 1.468
C -1.608 1.073 1.885
C -1.925 1.682 3.089
C -1.312 2.870 3.437
C -0.385 3.433 2.570
C -0.113 2.784 1.387
N -0.709 1.634 1.049
C -1.303 -1.960 -1.704
C -1.505 -3.067 -2.499
C -0.851 -3.139 -3.720
C -0.009 -2.106 -4.099
C 0.146 -1.020 -3.256
N -0.497 -0.949 -2.090
H -2.206 -0.953 2.281
H -3.315 -0.030 1.274
H -2.648 1.212 3.743
H -1.550 3.354 4.374
H 0.111 4.365 2.798
H 0.577 3.192 0.660
H -2.167 -3.841 -2.135
H -0.992 -3.994 -4.367
H 0.518 -2.126 -5.042
H 0.777 -0.179 -3.508
Se -0.032 2.544 -2.267
C -1.736 2.024 -1.909
N -2.591 1.388 -1.425
N 4.560 1.008 0.931
C 3.486 0.202 0.811
C 2.310 0.636 0.171
N 1.271 -0.183 0.041
C 1.359 -1.426 0.529
C 2.522 -1.819 1.168
N 3.570 -1.027 1.321
H 4.567 1.949 0.586
H 5.378 0.650 1.393
H 2.218 1.628 -0.247
H 0.513 -2.083 0.414
H 2.595 -2.818 1.580
*
```

=====

ORCA calculation (ωB97M-V with the def2-TZVPD basis set) on 2 unconnected molecules or ions with the total composition C2H6O3.

Properties
HOMO-LUMO gap (eV): 11.18
SMILES: CC(=O)O.O
ΔE to the lowest compared entry with this formula, charge and spin (kcal per mole): 40.2
Highest occupied orbital energy (eV): -10.7

```
! wB97M-V def2-TZVPD RIJCOSX def2/J DEFGRID3
* xyz 0 1
C -1.127 1.066 0.089
C -1.438 -0.418 -0.061
O -0.829 -1.499 0.004
O -2.907 -0.548 0.093
H -0.133 1.352 -0.449
H -1.888 1.598 -0.605
H -1.276 1.204 1.242
H -3.058 -1.572 0.375
O 4.293 -0.388 0.208
H 3.610 -0.789 -0.374
H 4.753 -0.007 -0.520
*
```

=====

ORCA calculation (ωB97M-V with the def2-TZVPD basis set) on C19H25FN4O2S in the gas phase.

Properties
HOMO-LUMO gap (eV): 8.52
SMILES: CCS(=O)(=O)NC[C@@H](c1cccnc1)N1CCN(c2ccccc2F)CC1
ΔE to the lowest compared entry with this formula, charge and spin (kcal per mole): 29.3
Highest occupied orbital energy (eV): -7.9

```
! wB97M-V def2-TZVPD RIJCOSX def2/J DEFGRID3
* xyz 0 1
C -0.941 -2.061 -2.429
C -1.519 -2.051 -1.034
S -0.330 -2.774 0.125
O -0.812 -2.572 1.462
O -0.036 -4.112 -0.303
N 1.033 -1.808 -0.078
C 1.804 -1.499 1.111
C 2.218 -0.011 1.232
C 3.334 0.416 0.307
C 3.811 1.722 0.406
C 4.834 2.143 -0.422
C 5.357 1.235 -1.331
N 4.920 -0.007 -1.434
C 3.941 -0.402 -0.638
N 1.131 0.955 1.137
C 0.593 1.162 -0.197
C -0.345 2.374 -0.177
N -1.442 2.135 0.742
C -2.557 1.431 0.317
C -3.157 0.411 1.070
C -4.304 -0.235 0.649
C -4.909 0.099 -0.549
C -4.356 1.112 -1.312
C -3.222 1.761 -0.876
F -2.765 2.776 -1.660
C -0.904 1.909 2.065
C 0.063 0.719 2.095
H -0.582 -3.061 -2.659
H -0.111 -1.361 -2.507
H -1.697 -1.783 -3.161
H -2.400 -2.683 -0.953
H -1.757 -1.058 -0.665
H 1.584 -2.164 -0.843
H 2.700 -2.124 1.195
H 1.155 -1.741 1.955
H 2.609 0.089 2.258
H 3.364 2.392 1.126
H 5.220 3.149 -0.363
H 6.157 1.507 -2.006
H 3.643 -1.432 -0.775
H 1.419 1.351 -0.885
H 0.032 0.287 -0.555
H -0.705 2.573 -1.182
H 0.201 3.253 0.177
H -2.713 0.096 1.999
H -4.718 -1.017 1.267
H -5.800 -0.409 -0.882
H -4.804 1.427 -2.242
H -1.713 1.770 2.782
H -0.355 2.815 2.340
H 0.506 0.638 3.091
H -0.487 -0.209 1.880
*
```

=====

ORCA calculation (ωB97M-V with the def2-TZVPD basis set) on C6H6Cl2O3S2 in the gas phase.

Properties
HOMO-LUMO gap (alpha / beta) (eV): 7.11 / 7.60
ΔE to the lowest compared entry with this formula, charge and spin (kcal per mole): 0.0
Highest occupied orbital energy (alpha / beta) (eV): -9.3 / -9.5

```
! wB97M-V def2-TZVPD RIJCOSX def2/J DEFGRID3
* xyz 0 1
C -1.168 -0.988 0.247
C 0.206 -0.749 1.322
C 0.241 1.566 -0.545
C 1.252 1.614 -1.391
C -1.237 1.479 -0.767
C 1.294 -1.700 1.553
O -3.401 -0.085 -0.426
O -0.663 1.780 1.802
O 1.697 1.526 1.814
S -2.227 0.346 0.372
S 0.455 1.087 1.254
Cl 2.895 1.411 -0.922
Cl 2.442 -1.727 0.151
H -1.521 -2.043 0.051
H 1.068 1.731 -2.541
H -1.586 2.463 -0.657
H -1.320 1.082 -1.819
H 1.035 -2.766 1.639
H 1.761 -1.258 2.374
*
```

=====

ORCA calculation (ωB97M-V with the def2-TZVPD basis set) on a molecular structure, C2HBrClNO2.

Properties
HOMO-LUMO gap (eV): 9.65
ΔE to the lowest compared entry with this formula, charge and spin (kcal per mole): 51.8
Highest occupied orbital energy (eV): -10.5

```
! wB97M-V def2-TZVPD RIJCOSX def2/J DEFGRID3
* xyz 0 1
C -0.499 0.270 -0.046
C -0.684 1.636 -0.183
N -1.567 -0.742 0.195
O -2.733 -0.553 0.020
O -1.140 -1.762 0.639
Cl 0.514 2.756 0.022
Br -2.433 2.482 -0.360
H 0.358 -0.277 0.116
*
```

=====

ORCA calculation (ωB97M-V with the def2-TZVPD basis set) on a molecular structure, C44H48Cl4F10N3O4PV.

Properties
HOMO-LUMO gap (alpha / beta) (eV): 5.07 / 6.21
Expectation value of S²: 3.757
ΔE to the lowest compared entry with this formula, charge and spin (kcal per mole): 0.0
Highest occupied orbital energy (alpha / beta) (eV): -1.2 / -2.3

```
! wB97M-V def2-TZVPD RIJCOSX def2/J DEFGRID3
* xyz -2 4
V -0.835 1.789 0.706
C 1.066 2.351 -1.755
N -0.205 2.837 -1.203
C -1.274 2.552 -2.165
C -2.634 2.761 -1.536
N -2.672 1.926 -0.342
C -3.898 1.712 0.202
C -4.211 0.443 0.764
F -3.341 -0.556 0.569
C -5.406 0.142 1.369
F -5.656 -1.100 1.806
C -6.400 1.101 1.464
F -7.577 0.822 2.061
C -6.186 2.320 0.865
F -7.160 3.249 0.897
C -4.994 2.599 0.220
F -4.908 3.813 -0.377
C -0.089 4.282 -0.938
C -0.830 4.723 0.320
N -0.564 3.736 1.360
C -0.349 4.237 2.595
C -0.715 5.517 3.099
F -1.490 6.369 2.378
C -0.394 5.959 4.369
F -0.788 7.188 4.757
C 0.314 5.174 5.248
F 0.671 5.634 6.467
C 0.655 3.899 4.832
F 1.347 3.103 5.662
C 0.316 3.461 3.578
F 0.642 2.207 3.242
H 1.311 2.879 -2.693
H 0.981 1.287 -1.956
H 1.857 2.498 -1.021
H -1.202 1.497 -2.439
H -1.154 3.173 -3.067
H -3.402 2.433 -2.252
H -2.807 3.825 -1.347
H -0.421 4.862 -1.811
H 0.966 4.494 -0.764
H -1.903 4.856 0.146
H -0.422 5.700 0.577
C -1.728 -2.626 -5.156
C -0.467 -1.783 -5.413
C 0.063 -1.160 -4.110
C -0.214 -2.083 -2.920
C -1.736 -2.139 -2.680
C -2.531 -2.034 -3.998
P 0.642 -1.381 -1.406
C 0.439 -2.752 -0.151
C -0.874 -2.632 0.631
C -0.841 -3.518 1.896
C 0.140 -4.690 1.758
C 0.098 -5.228 0.332
C 0.655 -4.185 -0.658
C 2.470 -1.699 -1.802
C 3.183 -0.374 -2.112
C 4.700 -0.574 -2.103
C 5.145 -1.706 -3.062
C 3.958 -2.336 -3.792
C 2.880 -2.804 -2.808
H -1.449 -3.652 -4.898
H -2.336 -2.675 -6.063
H -0.693 -0.987 -6.130
H 0.307 -2.409 -5.869
H -0.434 -0.203 -3.926
H 1.132 -0.950 -4.204
H 0.136 -3.086 -3.176
H -2.034 -1.330 -2.005
H -1.984 -3.080 -2.181
H -2.755 -0.987 -4.222
H -3.486 -2.554 -3.896
H 1.225 -2.506 0.571
H -1.724 -2.906 0.000
H -1.003 -1.592 0.926
H -1.844 -3.914 2.081
H -0.582 -2.905 2.757
H -0.114 -5.478 2.472
H 1.159 -4.363 1.992
H -0.942 -5.462 0.079
H 0.667 -6.160 0.248
H 0.170 -4.333 -1.627
H 1.724 -4.362 -0.803
H 2.848 -1.994 -0.821
H 2.919 0.351 -1.341
H 2.867 0.035 -3.077
H 5.002 -0.810 -1.079
H 5.193 0.365 -2.366
H 5.659 -2.493 -2.502
H 5.857 -1.317 -3.795
H 4.306 -3.195 -4.373
H 3.535 -1.618 -4.501
H 3.280 -3.660 -2.257
H 2.031 -3.174 -3.383
Cl 4.520 -2.812 5.586
C 3.903 -1.718 4.364
C 3.511 -0.441 4.723
C 3.038 0.421 3.743
C 2.903 0.011 2.420
C 3.326 -1.272 2.093
C 3.842 -2.137 3.048
C 2.288 0.934 1.366
O 2.900 1.976 1.099
O 1.229 0.492 0.811
H 3.562 -0.118 5.754
H 2.770 1.428 4.021
H 3.271 -1.608 1.066
H 4.189 -3.125 2.775
Cl -3.132 2.612 3.525
C -2.639 1.118 4.329
Cl -4.103 0.198 4.755
Cl -1.784 1.515 5.835
C -1.683 0.170 3.428
O -1.409 -0.865 4.008
O -1.360 0.578 2.290
*
```

=====

ORCA calculation (ωB97M-V with the def2-TZVPD basis set) on 2 unconnected molecules or ions with the total composition C5H8I2.

Properties
HOMO-LUMO gap (eV): 9.33
SMILES: CC1(C)C=C1I.I
ΔE to the lowest compared entry with this formula, charge and spin (kcal per mole): 52.6
Highest occupied orbital energy (eV): -8.8

```
! wB97M-V def2-TZVPD RIJCOSX def2/J DEFGRID3
* xyz 0 1
C -1.771 -0.294 1.147
C -0.621 -0.356 0.149
C -0.064 -1.727 -0.049
C 0.361 0.746 0.124
C -0.391 0.600 -0.944
I -0.869 1.198 -2.797
H -2.631 -0.697 0.652
H -1.892 0.707 1.451
H -1.527 -0.846 2.098
H 0.305 -1.992 -0.986
H -0.744 -2.410 0.375
H 0.716 -2.042 0.611
H 1.237 0.921 0.583
I 3.416 3.416 -0.713
H 4.474 2.775 -1.700
*
```

=====

ORCA calculation (ωB97M-V with the def2-TZVPD basis set) on a molecular structure, C38H65As2MnN5O4P2S5.

Properties
HOMO-LUMO gap (alpha / beta) (eV): 4.87 / 5.27
Expectation value of S²: 6.052
ΔE to the lowest compared entry with this formula, charge and spin (kcal per mole): 58.0
Highest occupied orbital energy (alpha / beta) (eV): -3.3 / -3.7

```
! wB97M-V def2-TZVPD RIJCOSX def2/J DEFGRID3
* xyz -1 5
Mn -0.342 0.112 0.296
C 0.208 -4.312 -2.046
N 1.479 -3.623 -1.857
C 2.643 -4.431 -2.160
P 1.487 -2.465 -0.698
O 0.458 -1.430 -0.926
O 1.173 -3.306 0.654
P 0.811 -2.546 2.061
O 0.587 -1.097 1.848
N -0.530 -3.312 2.616
C -1.830 -2.653 2.463
C -0.613 -4.761 2.547
N 2.148 -2.901 2.929
C 2.768 -4.211 2.942
C 2.752 -1.948 3.854
N 2.986 -1.839 -0.538
C 3.180 -0.389 -0.620
C 4.035 -2.541 0.182
H 0.132 -4.635 -3.086
H -0.617 -3.633 -1.841
H 0.128 -5.191 -1.395
H 2.527 -4.844 -3.163
H 2.768 -5.266 -1.459
H 3.541 -3.818 -2.152
H -1.743 -1.581 2.617
H -2.504 -3.055 3.220
H -2.262 -2.828 1.472
H 0.358 -5.222 2.715
H -0.994 -5.094 1.575
H -1.290 -5.114 3.326
H 2.435 -4.816 2.101
H 2.552 -4.744 3.873
H 3.853 -4.097 2.863
H 2.162 -1.037 3.960
H 3.751 -1.677 3.498
H 2.846 -2.406 4.843
H 2.309 0.088 -1.065
H 4.048 -0.170 -1.244
H 3.336 0.026 0.378
H 3.750 -3.573 0.378
H 4.227 -2.054 1.142
H 4.961 -2.541 -0.399
S -1.570 5.270 2.360
As -3.224 3.969 2.466
S -2.095 0.727 1.536
S -3.107 2.384 0.823
S -3.694 3.066 4.318
C 2.104 3.714 5.992
C 0.591 3.539 5.923
C 0.090 3.113 4.549
S 0.183 1.349 4.211
O 1.492 0.852 4.798
C -1.142 0.787 5.362
C -0.610 -0.131 6.453
C -0.519 -1.581 5.993
H 2.414 4.045 6.985
H 2.430 4.468 5.272
H 2.609 2.778 5.759
H 0.102 4.486 6.164
H 0.264 2.820 6.680
H 0.637 3.604 3.743
H -0.966 3.354 4.409
H -1.866 0.285 4.719
H -1.635 1.672 5.756
H -1.265 -0.054 7.324
H 0.383 0.209 6.754
H -1.506 -1.976 5.743
H -0.081 -2.222 6.761
H 0.102 -1.657 5.101
C -4.290 -3.634 -3.137
C -3.622 -2.295 -2.967
C -2.308 -2.090 -3.362
C -1.672 -0.862 -3.218
C -0.268 -0.751 -3.746
C -2.367 0.219 -2.651
As -1.606 2.024 -2.321
N -0.360 1.599 -1.031
C 0.359 2.666 -0.527
C 0.383 3.956 -1.093
C 1.147 4.974 -0.552
C 1.945 4.768 0.564
C 1.945 3.505 1.140
C 1.173 2.486 0.614
C -0.691 2.265 -4.103
C 0.671 2.251 -4.434
C 1.780 1.818 -3.509
C 1.075 2.610 -5.721
C 0.182 2.978 -6.707
C 0.643 3.371 -8.084
C -1.167 2.977 -6.380
C -1.610 2.638 -5.110
C -3.098 2.676 -4.864
C -3.718 0.040 -2.306
C -4.621 1.155 -1.841
C -4.311 -1.214 -2.449
H -3.556 -4.421 -3.314
H -4.976 -3.623 -3.987
H -4.871 -3.899 -2.253
H -1.760 -2.910 -3.815
H 0.147 -1.745 -3.921
H 0.381 -0.224 -3.048
H -0.258 -0.205 -4.690
H -0.215 4.172 -1.971
H 1.112 5.953 -1.015
H 2.528 5.573 0.988
H 2.540 3.308 2.024
H 1.204 1.526 1.141
H 1.396 1.350 -2.611
H 2.384 2.673 -3.206
H 2.432 1.112 -4.030
H 2.136 2.584 -5.952
H 1.701 3.148 -8.221
H 0.502 4.440 -8.255
H 0.081 2.840 -8.854
H -1.897 3.254 -7.133
H -3.621 2.978 -5.772
H -3.353 3.378 -4.067
H -3.478 1.698 -4.564
H -4.085 1.987 -1.391
H -5.333 0.782 -1.106
H -5.188 1.539 -2.694
H -5.347 -1.334 -2.148
*
```